1.
Computed, not measured: 2 unconnected molecules or ions with the total composition C5H10NO in a non-equilibrium geometry, with the ωB97M-V functional and the def2-TZVPD basis.

LUMO energy: 4.2 eV
total energy: -326.433229 hartree
HOMO energy: -2.88 eV
gap between HOMO and LUMO: 7.101 eV
M: 100.141 Da
total charge: -1

Each line ends with the Mulliken charge.
Element x y z (Å)
C (2.40981, 0.35177, 1.22214)  -0.087
C (2.56491, 0.55037, -0.10151)  -0.556
C (0.24750, -0.41798, 1.44505)  -0.094
N (1.48944, -0.54714, 1.77994)  -0.511
H (3.05703, 0.86963, 1.92691)  0.295
H (1.80953, 0.12940, -0.75958)  0.212
H (3.47791, 0.97453, -0.49511)  0.272
H (-0.36651, -1.29336, 1.65881)  0.243
H (0.01586, 0.24162, 0.56689)  0.172
C (-2.02318, 0.43012, -0.95072)  -0.234
O (-0.72396, 0.10335, -1.09916)  -0.803
C (-2.99319, -0.47921, -1.73855)  -1.103
H (-2.23346, 1.47737, -1.27830)  0.153
H (-2.37436, 0.39290, 0.12586)  0.172
H (-4.03063, -0.13652, -1.64395)  0.355
H (-2.92914, -1.49396, -1.33203)  0.253
H (-2.64031, -0.52971, -2.77140)  0.262

---

2.
Computed, not measured: a gas-phase ion, C5H10NO (charge +1) in a non-equilibrium geometry, with the ωB97M-V functional and the def2-TZVPD basis.

LUMO energy: -3.0 eV
total energy: -326.171085 hartree
SMILES: C[N@@H+]1C[C@H]1/C=C/O
HOMO energy: -12.74 eV
gap between HOMO and LUMO: 9.759 eV
M: 100.141 Da
total charge: +1

Each line ends with the Mulliken charge.
Element x y z (Å)
C (0.66088, -0.18060, -1.42801)  -0.491
C (-0.09411, 0.34218, -0.30132)  0.257
C (0.63915, 1.02710, 0.82739)  -0.401
C (0.43538, 0.04757, -2.76295)  -0.381
C (-0.91820, -0.61209, 1.96052)  -0.834
N (0.18090, -0.27001, 1.00017)  0.008
O (1.21570, -0.53801, -3.67455)  -0.462
H (1.41393, -0.84066, -1.14096)  0.356
H (-1.14670, 0.48924, -0.55907)  0.384
H (1.76949, 1.02411, 0.70896)  0.265
H (0.15464, 1.84451, 1.39986)  0.287
H (-0.34943, 0.72560, -3.15077)  0.293
H (-1.28862, -1.58533, 1.43116)  0.346
H (-0.41856, -0.76832, 2.94401)  0.344
H (-1.66510, 0.25520, 2.12290)  0.318
H (0.85109, -0.99401, 1.10913)  0.323
H (1.21048, -0.07518, -4.58268)  0.388

---

3.
Computed, not measured: a gas-phase ion, C5H10NO (charge +1) in a non-equilibrium geometry, with the ωB97M-V functional and the def2-TZVPD basis.

LUMO energy (alpha / beta): -4.2 / -3.6 eV
total energy: -326.075720 hartree
HOMO energy (alpha / beta): -11.25 / -12.40 eV
gap between HOMO and LUMO (alpha / beta): 7.056 / 8.790 eV
M: 100.141 Da
total charge: +1

Each line ends with the Mulliken charge.
Element x y z (Å)
C (-3.94786, 0.25021, 0.02648)  -0.788
C (-2.74399, -0.06151, -0.45697)  0.118
C (-1.61220, 0.38242, 0.15620)  -0.093
C (0.67112, 0.70426, 0.30512)  -0.234
C (2.91672, -0.45424, 0.02426)  -0.789
N (1.94227, 0.56206, -0.47431)  -0.166
O (-0.36936, 0.23360, -0.35184)  -0.280
H (-4.86876, 0.13576, -0.63816)  0.297
H (-3.88466, 0.92646, 0.84912)  0.283
H (-2.66628, -0.87097, -1.23521)  0.269
H (-1.81284, 0.85695, 1.20046)  0.187
H (0.84600, 1.44878, 1.04250)  0.428
H (3.17380, -0.24293, 1.02128)  0.325
H (2.59738, -1.48915, -0.21392)  0.328
H (3.73488, -0.39680, -0.63469)  0.404
H (1.54293, 0.47756, -1.35986)  0.309
H (2.31566, 1.51950, -0.46959)  0.402

---

4.
Computed, not measured: a molecular structure, C5H10NO in a non-equilibrium geometry, with the ωB97M-V functional and the def2-TZVPD basis.

LUMO energy: -3.5 eV
total energy: -326.172423 hartree
HOMO energy: -14.46 eV
gap between HOMO and LUMO: 10.968 eV
M: 100.141 Da
total charge: +1

Each line ends with the Mulliken charge.
Element x y z (Å)
C (0.58848, 1.32686, -0.34449)  -0.305
C (-0.72048, 1.30906, -0.50414)  -0.430
C (-0.47532, -0.36444, 1.29461)  -0.870
C (1.13171, 0.23136, 0.40851)  -0.540
C (-1.50036, 0.08844, 0.18943)  0.139
N (1.54786, -0.87259, -0.45979)  -0.152
O (-1.66965, -1.02417, -0.69856)  -0.526
H (1.28584, 1.96029, -0.88046)  0.411
H (-1.04834, 1.89840, -1.32725)  0.388
H (-0.20833, -1.45229, 1.37606)  0.332
H (-0.68276, 0.26721, 2.19430)  0.397
H (1.72003, 0.44336, 1.31066)  0.381
H (-2.42689, 0.44508, 0.70060)  0.408
H (2.03508, -1.64784, -0.07437)  0.352
H (2.19175, -0.49959, -1.15686)  0.336
H (0.63150, -1.27353, -0.72394)  0.345
H (-2.40012, -0.83561, -1.30430)  0.335

---

5.
Computed, not measured: 2 unconnected molecules or ions with the total composition C5H10NO in a non-equilibrium geometry, with the ωB97M-V functional and the def2-TZVPD basis.

LUMO energy: -5.4 eV
total energy: -326.154297 hartree
HOMO energy: -15.18 eV
gap between HOMO and LUMO: 9.762 eV
M: 100.141 Da
total charge: +1

Each line ends with the Mulliken charge.
Element x y z (Å)
C (0.36959, -1.82529, -2.47844)  -0.226
C (1.42061, 0.81697, 0.41395)  -1.168
C (-0.16435, -0.69869, 1.40824)  -1.261
C (-1.07445, 1.22730, 0.03273)  -0.379
C (0.12649, 0.48267, 0.60785)  0.846
N (0.05302, -1.13425, -1.65822)  -0.219
O (-2.15593, 0.37662, 0.00950)  -0.513
H (0.49715, -2.50384, -3.27861)  0.431
H (1.67554, 0.31114, -0.53596)  0.347
H (2.12890, 0.37880, 1.19920)  0.399
H (1.59666, 1.89683, 0.13897)  0.365
H (-1.00008, -1.20663, 1.12257)  0.417
H (-0.42534, -0.14378, 2.32168)  0.416
H (0.75172, -1.21299, 1.59365)  0.458
H (-0.75641, 1.48298, -1.04587)  0.332
H (-1.16727, 2.16009, 0.61202)  0.446
H (-1.87585, -0.40794, -0.46324)  0.312

---

6.
Computed, not measured: 2 unconnected molecules or ions with the total composition C5H10NO in a non-equilibrium geometry, with the ωB97M-V functional and the def2-TZVPD basis.

LUMO energy: -4.7 eV
total energy: -326.158735 hartree
HOMO energy: -16.12 eV
gap between HOMO and LUMO: 11.419 eV
M: 100.141 Da
total charge: +1

Each line ends with the Mulliken charge.
Element x y z (Å)
C (-3.54079, 1.38928, -1.72590)  -0.026
C (1.57519, -1.43540, 1.72217)  -1.057
C (0.10939, 1.46133, -1.30307)  -0.950
C (0.20582, -1.15600, 1.24604)  -0.244
C (-0.09533, 0.25411, -0.64698)  0.369
N (-2.54662, 1.47196, -1.17577)  -0.430
O (0.41144, 0.04243, 0.45295)  -0.155
H (-4.40262, 1.31726, -2.27698)  0.372
H (1.95743, -0.44069, 1.95496)  0.320
H (1.56833, -2.15694, 2.54375)  0.360
H (2.14785, -1.79898, 0.87932)  0.311
H (0.47472, 2.21733, -0.61096)  0.304
H (-0.81254, 1.76441, -1.80166)  0.377
H (0.82506, 1.23661, -2.12149)  0.369
H (-0.65896, -0.96358, 2.00598)  0.316
H (-0.36817, -1.93893, 0.66224)  0.359
H (-0.74981, -0.38248, -1.15961)  0.406

---

Result set for energy above the lowest of the compared OMol25 structures with the same formula, charge and spin: 32.68 69.48 129.32 68.64 80.01 77.23 kcal/mol, one per record in the order listed.